DFT (ωB97M-V/def2-TZVPD) results for a 7-piece molecular cluster, C41H75BrNO9P2S2 overall at a distorted geometry.

## Properties
Kohn-Sham gap: 0.1882 hartree
LUMO: -5.13 eV
Net charge: +1

Positions of all 131 atoms, in Å:
C1 4.416 0.858 7.564
C2 3.950 1.252 6.384
C3 3.706 2.243 5.131
C4 4.448 1.918 3.746
C5 5.417 0.649 3.605
C6 6.954 1.038 3.182
C7 7.373 2.548 3.577
C8 4.172 2.959 2.557
P1 4.930 2.768 0.825
S1 5.022 0.898 0.214
C9 3.218 4.214 2.851
Br1 2.951 5.529 1.353
N1 2.552 4.424 4.151
P2 1.459 5.831 4.502
C10 -0.060 5.797 3.339
C11 2.444 7.466 4.204
C12 4.006 7.149 4.487
C13 2.746 3.502 5.307
C14 1.987 3.747 6.718
C15 0.427 3.227 6.650
C16 0.260 1.830 5.848
C17 -0.057 2.021 4.266
S2 -1.835 1.761 3.799
O1 -2.778 1.680 4.978
O2 -1.907 0.506 2.931
O3 -2.422 3.034 2.817
H1 4.690 0.342 8.555
H2 4.939 -0.099 2.846
H3 5.528 0.032 4.588
H4 7.172 0.852 2.064
H5 7.682 0.335 3.762
H6 6.895 2.926 4.550
H7 7.192 3.257 2.680
H8 8.529 2.533 3.736
H9 6.270 3.332 0.728
H10 4.174 3.461 -0.208
H11 -0.804 4.967 3.618
H12 0.205 5.768 2.221
H13 -0.611 6.813 3.509
H14 2.224 7.929 3.176
H15 2.075 8.188 5.030
H16 4.143 6.295 5.268
H17 4.457 8.092 4.980
H18 4.507 6.873 3.492
H19 2.459 3.129 7.588
H20 2.058 4.853 7.077
H21 -0.301 4.040 6.292
H22 0.154 2.992 7.760
H23 -0.613 1.217 6.293
H24 1.257 1.242 5.944
H25 0.338 3.052 3.891
H26 0.579 1.235 3.686
H27 -1.666 3.389 2.278
C18 0.427 -1.658 -0.845
C19 1.591 -0.806 -0.395
C20 2.682 -1.227 -1.358
O4 2.035 -1.595 -2.584
C21 0.623 -1.690 -2.347
H28 -0.547 -1.262 -0.551
H29 0.525 -2.668 -0.433
H30 1.353 0.254 -0.540
H31 1.866 -0.955 0.652
H32 3.222 -2.106 -0.988
H33 3.404 -0.429 -1.549
H34 0.144 -0.831 -2.828
H35 0.234 -2.605 -2.801
C22 -4.586 -1.662 -4.868
C23 -4.263 -2.302 -3.538
C24 -2.748 -2.262 -3.529
O5 -2.358 -1.108 -4.285
C25 -3.508 -0.603 -4.980
H36 -5.595 -1.249 -4.924
H37 -4.472 -2.398 -5.672
H38 -4.658 -1.685 -2.724
H39 -4.664 -3.311 -3.427
H40 -2.324 -3.144 -4.020
H41 -2.337 -2.195 -2.518
H42 -3.813 0.327 -4.489
H43 -3.243 -0.380 -6.016
C26 -2.727 -2.792 2.407
C27 -2.915 -3.332 3.805
C28 -2.468 -4.772 3.650
O6 -1.469 -4.788 2.620
C29 -1.477 -3.518 1.954
H44 -2.628 -1.706 2.365
H45 -3.577 -3.083 1.779
H46 -2.250 -2.807 4.498
H47 -3.937 -3.241 4.178
H48 -3.294 -5.412 3.325
H49 -2.050 -5.183 4.572
H50 -0.573 -2.976 2.255
H51 -1.449 -3.669 0.872
C30 -8.135 0.327 -8.418
C31 -6.758 -0.129 -8.841
C32 -5.979 -0.023 -7.545
O7 -6.909 -0.267 -6.480
C33 -8.239 -0.240 -7.017
H52 -8.934 -0.019 -9.078
H53 -8.169 1.421 -8.382
H54 -6.797 -1.173 -9.169
H55 -6.326 0.466 -9.647
H56 -5.570 0.983 -7.408
H57 -5.159 -0.744 -7.489
H58 -8.614 -1.269 -7.033
H59 -8.885 0.357 -6.370
C34 -1.617 -7.810 0.054
C35 -2.775 -6.851 0.199
C36 -3.192 -6.639 -1.242
O8 -2.887 -7.850 -1.946
C37 -2.069 -8.676 -1.105
H60 -1.407 -8.385 0.958
H61 -0.711 -7.260 -0.221
H62 -3.587 -7.331 0.756
H63 -2.514 -5.922 0.709
H64 -2.620 -5.828 -1.707
H65 -4.257 -6.414 -1.342
H66 -2.684 -9.514 -0.759
H67 -1.231 -9.074 -1.683
C38 2.299 0.706 -6.553
C39 2.623 0.065 -5.224
C40 4.137 0.105 -5.216
O9 4.527 1.260 -5.973
C41 3.377 1.764 -6.665
H68 1.289 1.119 -6.608
H69 2.412 -0.030 -7.357
H70 2.229 0.682 -4.409
H71 2.223 -0.944 -5.112
H72 4.561 -0.777 -5.708
H73 4.550 0.171 -4.205
H74 3.072 2.695 -6.174
H75 3.640 1.988 -7.702